[1]
Entry from the Open Molecules 2025 dataset: 11 unconnected molecules or ions with the total composition C37H60N11O9 (wB97M-V/def2-TZVPD).

```
! wB97M-V def2-TZVPD RIJCOSX def2/J DEFGRID3
* xyz 1 1
C -1.2546 2.6082 1.0285
C -0.5056 1.3302 0.7675
C 0.5364 1.1112 1.8525
C 0.9564 -0.3408 1.9805
C -0.3586 -1.1108 2.3915
C -1.2726 -1.1488 1.2945
N -1.5366 0.1972 0.7145
O -2.4726 0.3652 -0.1425
C -2.6956 -1.6098 1.6775
C -0.8346 -2.0658 0.0835
C 0.1894 1.3832 -0.6935
H -1.9546 2.8922 0.2375
H -0.6776 3.5262 1.2165
H -1.8816 2.7322 1.8935
H -0.0816 1.4302 2.8085
H 1.4384 1.8252 1.7135
H 1.5234 -0.6218 2.7805
H 1.1934 -0.7668 0.9175
H -0.6536 -0.5928 3.4395
H -0.0726 -2.2608 2.6065
H -3.0536 -1.3868 2.7505
H -2.5416 -2.5578 2.1565
H -3.6386 -1.4668 1.0755
H -1.5936 -2.4338 -0.3155
H -0.3366 -3.1358 0.4695
H 0.0014 -1.5998 -0.6035
H 0.9944 0.4442 -0.9605
H 0.8384 2.1232 -0.3275
H -0.3816 1.4852 -1.6665
N 1.7864 4.7312 2.5535
C 0.4864 4.7632 3.1685
C 0.5824 3.8522 4.3045
C 1.9554 3.1082 4.2205
C 2.7364 3.8462 3.1315
H 1.7894 5.1992 1.6515
H -0.4086 5.2882 2.8475
H -0.0996 3.6512 4.8385
H 2.5794 2.4462 4.8575
H 3.7314 3.9572 2.6445
N 2.8894 6.0972 0.0225
C 2.2364 5.1512 -0.7665
C 0.7104 5.5412 -0.7275
C 0.6954 6.9742 0.0775
C 2.2064 7.2592 0.4115
H 3.8434 5.8912 0.0205
H 2.5964 4.3032 -1.3115
H -0.1296 5.1932 -1.4355
H -0.2856 7.5902 0.2765
H 2.6574 7.9482 0.8605
N 4.1574 -5.2458 2.6015
C 4.5824 -4.1698 3.4245
C 3.7364 -2.9348 2.9575
C 2.8234 -3.4778 1.9235
C 3.2154 -4.9678 1.7245
H 4.4554 -6.1058 2.7275
H 5.3074 -4.0148 4.2065
H 3.8574 -2.0218 3.4625
H 2.0534 -3.1118 1.1275
H 2.8474 -5.9358 1.0645
N 4.6604 2.2782 -3.3135
C 3.5754 1.4332 -3.8045
C 3.2014 0.5482 -2.7065
C 4.0504 0.9292 -1.4635
C 5.0024 1.9842 -2.0535
H 5.3254 2.6742 -3.8505
H 3.3344 1.3392 -4.8335
H 2.5094 -0.3218 -2.6005
H 3.7804 0.6152 -0.5625
H 5.7554 2.5292 -1.6145
N -1.6916 0.5142 -3.5445
C -2.0056 -0.6628 -3.0225
C -1.0126 -1.7048 -3.4595
C -0.1886 -0.9558 -4.4775
C -0.5206 0.4842 -4.2155
H -2.0756 1.4532 -3.2865
H -2.9246 -0.9138 -2.2655
H -0.7416 -2.7308 -3.3215
H 0.5574 -1.3888 -5.0895
H -0.2616 1.5832 -4.3975
N -1.1466 -5.2568 -1.6015
C 0.0474 -5.7508 -2.0835
C 0.5574 -6.6558 -1.0015
C -0.3106 -6.5328 0.2515
C -1.4096 -5.5568 -0.1665
H -1.7746 -4.6498 -2.0915
H 0.4234 -5.5288 -3.0005
H 1.4964 -7.0468 -0.9455
H -0.1686 -6.9838 1.1645
H -2.3416 -5.2208 0.3525
C -3.4536 4.6952 -4.1715
N -2.0526 4.4962 -3.9755
O -1.3686 5.2722 -4.5455
O -1.5876 3.7072 -3.0805
H -3.7666 5.2752 -4.9415
H -3.5876 5.1372 -3.1575
H -3.8076 3.5552 -4.3765
C -5.5046 1.1942 1.4655
N -4.9676 1.3282 2.8255
O -5.6036 0.9932 3.8605
O -3.6976 1.2352 2.8565
H -6.0356 0.4252 1.3725
H -4.8586 1.4532 0.8145
H -6.3466 1.8972 1.4325
C 4.5284 -3.5468 -2.3205
N 3.0784 -3.0668 -2.1875
O 2.6034 -2.6148 -1.1575
O 2.4114 -3.0048 -3.2375
H 4.6614 -4.6248 -2.6015
H 5.1944 -3.3718 -1.3245
H 4.9974 -2.8658 -3.2365
C -6.7916 -4.3628 1.5095
N -6.2356 -4.0258 2.8565
O -6.7666 -4.6278 3.7555
O -5.5496 -3.0078 3.0085
H -6.1496 -5.1168 1.0275
H -6.8006 -3.4198 0.9115
H -7.7156 -4.6718 1.6135
*
```

Energy, eV: -74117.9390
Relative energy (zero: lowest compared OMol25 entry of this formula, charge and spin), eV: 5.099


[2]
Entry from the Open Molecules 2025 dataset: 6 unconnected molecules or ions with the total composition C37H61BrI2N2O11P (wB97M-V/def2-TZVPD).

```
! wB97M-V def2-TZVPD RIJCOSX def2/J DEFGRID3
* xyz 1 1
N 2.5344 3.7251 4.6258
C 1.5908 2.8106 3.9578
C 0.6980 3.4931 2.8507
C 0.7478 2.8039 1.4413
C 0.3418 1.2925 1.4364
C 1.2539 0.2535 0.6433
C 2.6162 0.0138 1.3855
C 3.7768 1.0187 0.9965
C 4.4665 1.7437 2.2116
I 5.0121 0.4427 3.8458
O 1.2339 0.4153 -0.7705
C 2.1647 -0.4064 -1.4171
O 3.1351 0.1185 -1.8444
C 2.0155 -1.9157 -1.6657
C 1.2586 -2.3772 -2.8413
C 1.1129 -3.7866 -3.1765
C 1.7164 -4.8564 -2.3619
C 2.4632 -4.4012 -1.1646
C 2.6137 -2.9769 -0.8295
C 0.2861 -1.0175 0.9315
N -0.9316 -0.6527 1.1942
C -1.9378 -1.7124 1.4790
C -2.9111 -2.0824 0.2840
C -2.2362 -2.4937 -1.0845
I -3.5513 -1.9175 -2.7406
C -1.1245 0.8570 1.1387
C -1.7448 1.0363 -0.3121
C -1.7406 2.5047 -0.8704
O -0.8124 2.8198 -1.5353
Br -3.1230 3.8463 -0.5672
P -2.4602 1.3511 2.3939
O -2.5467 2.8213 2.5370
O -3.9751 0.8361 1.9614
O -1.9547 0.7095 3.8453
H 2.9637 4.3728 3.9657
H 3.2607 3.1557 5.0576
H 2.1452 1.9045 3.5612
H 0.8809 2.3991 4.7363
H 1.1147 4.5286 2.7036
H -0.3259 3.6341 3.2704
H 0.1872 3.4534 0.7293
H 1.8250 2.8463 1.1086
H 0.4801 0.8984 2.4888
H 2.9784 -1.0327 1.1734
H 2.4013 0.0451 2.4846
H 3.4119 1.7672 0.2489
H 4.5821 0.4200 0.4843
H 3.8431 2.6260 2.5026
H 5.4283 2.1761 1.8181
H 0.7891 -1.6491 -3.5479
H 0.5645 -4.1258 -4.0912
H 1.6328 -5.9303 -2.6345
H 2.9499 -5.1791 -0.5399
H 3.2186 -2.7130 0.0634
H 0.6276 -2.0784 0.9292
H -2.5463 -1.5013 2.3939
H -1.3621 -2.6527 1.7076
H -3.4831 -2.9944 0.6206
H -3.6790 -1.3006 0.0669
H -1.2519 -2.0210 -1.3063
H -2.1491 -3.6051 -1.1004
H -1.2449 0.4046 -1.0966
H -2.8215 0.6985 -0.3187
H -4.0531 -0.1329 1.9237
H -2.4162 -0.1411 4.0350
C 0.1400 -2.9332 5.4464
C -0.7396 -1.7588 5.7798
O -1.6600 -1.4342 5.0565
C -0.4359 -1.0023 7.0418
H -0.1949 -3.3829 4.5108
H 1.1730 -2.6013 5.3260
H 0.0754 -3.6819 6.2372
H 0.5716 -0.5853 6.9914
H -0.5258 -1.6659 7.9034
H -1.1476 -0.1847 7.1538
C 3.5024 7.4539 0.2286
C 2.6962 6.1831 0.2129
O 2.4662 5.5699 1.2340
C 2.1860 5.7027 -1.1203
H 3.8029 7.6788 1.2518
H 4.3993 7.3328 -0.3814
H 2.8995 8.2813 -0.1493
H 3.0249 5.5043 -1.7899
H 1.5251 6.4528 -1.5577
H 1.6229 4.7789 -0.9820
C -4.8634 4.8070 2.5654
C -5.7710 5.9689 2.8751
O -6.6829 6.2679 2.1399
C -5.4968 6.7441 4.1384
H -5.1774 4.3438 1.6303
H -3.8358 5.1561 2.4555
H -4.9244 4.0639 3.3615
H -4.4966 7.1794 4.0981
H -5.5861 6.0866 5.0052
H -6.2251 7.5491 4.2333
C -3.0529 -6.6932 -7.4204
C -2.7476 -5.6677 -6.3652
O -1.8671 -5.8442 -5.5487
C -3.5818 -4.4148 -6.3624
H -2.3797 -7.5421 -7.3055
H -4.0815 -7.0438 -7.3101
H -2.9059 -6.2622 -8.4098
H -4.6305 -4.6754 -6.2096
H -3.4582 -3.8847 -7.3082
H -3.2671 -3.7548 -5.5461
C 3.4022 -6.0655 -7.9611
C 2.5183 -4.8920 -7.6302
O 1.6298 -4.5447 -8.3724
C 2.7845 -4.1671 -6.3396
H 3.0966 -6.4897 -8.9174
H 4.4407 -5.7389 -8.0387
H 3.3056 -6.8328 -7.1905
H 3.7957 -3.7557 -6.3486
H 2.6619 -4.8483 -5.4961
H 2.0748 -3.3467 -6.2324
*
```

Energy, eV: -160386.3419